(1)
Molecular formula: C4H9BrN
Method: DFT, the ωB97M-V functional and the def2-TZVPD basis

Calculated values
* E: -2786.2515 hartree
* total charge: +1
* HOMO energy: -14.29 eV
* ΔE to the lowest compared entry with this formula, charge and spin: 11.1 kcal/mol
* 2S+1: 1
* orbital gap: 10.59 eV

Geometry as XYZ:
```
15
Properties=species:S:1:pos:R:3:forces:R:3:nbo_charge:R:1
C -0.700 0.549 -1.381 2.4 0.2 -1.9 -0.644
C 0.484 0.260 -0.474 -2.8 -3.7 -1.1 -0.059
N 0.141 0.436 1.008 2.4 0.1 0.5 -0.515
C 0.582 -0.947 1.311 -2.3 -3.8 -1.5 -0.262
C 0.741 -1.306 -0.195 -0.6 -0.3 -1.0 -0.268
Br 2.509 -1.936 -0.831 -0.8 0.5 0.6 0.067
H -1.512 0.823 -0.862 -3.2 0.7 2.2 0.217
H -0.994 -0.246 -2.052 0.3 -0.4 0.0 0.255
H -0.549 1.423 -2.005 0.5 0.1 -0.2 0.252
H 1.370 0.580 -0.912 1.8 1.7 0.5 0.267
H -0.825 0.398 1.252 -1.1 1.3 -0.2 0.452
H 0.741 1.131 1.514 -1.3 -0.4 -0.3 0.463
H -0.055 -1.720 1.890 0.2 2.0 -0.8 0.265
H 1.447 -0.962 1.809 3.5 0.2 1.7 0.236
H 0.034 -2.089 -0.709 1.0 1.9 1.4 0.274
```
Positions in Å, forces in eV/Å.

---

(2)
Molecular formula: C4H9BrO2
Method: DFT, the ωB97M-V functional and the def2-TZVPD basis

Calculated values
* E: -2882.0666 hartree
* HOMO energy (alpha / beta): -5.52 / -10.63 eV
* ΔE to the lowest compared entry with this formula, charge and spin: 5.2 kcal/mol
* ⟨S²⟩: 2.01
* 2S+1: 3
* orbital gap (alpha / beta): 6.11 / 8.87 eV

Geometry as XYZ:
```
16
Properties=species:S:1:pos:R:3:forces:R:3:nbo_charge:R:1
C -1.753 0.284 0.558 1.1 -2.7 1.3 -0.700
C -0.512 1.047 0.923 -3.8 -1.8 4.0 -0.307
C 0.664 -1.210 -0.829 0.7 -0.2 3.1 -0.189
C 0.950 0.276 -0.479 3.4 -1.7 -5.3 0.262
O 0.396 -1.948 0.403 1.6 0.7 1.2 -0.731
O 0.881 1.047 -1.647 -1.3 -1.7 0.8 -0.714
Br 2.641 0.494 0.384 0.4 0.1 0.5 -0.008
H -2.134 0.597 -0.358 -0.6 0.6 -1.8 0.204
H -2.592 0.430 1.276 0.6 -0.3 -0.1 0.231
H -1.535 -0.890 0.460 -0.7 2.5 0.5 0.230
H 0.028 0.743 1.835 -0.1 0.3 -0.8 0.179
H -0.491 2.002 0.590 0.6 2.9 -0.9 0.163
H -0.299 -1.335 -1.176 -1.8 0.4 -2.2 0.212
H 1.416 -1.814 -1.357 0.0 0.9 -0.3 0.199
H 0.997 -1.603 1.117 -0.7 -0.6 -1.0 0.469
H 1.344 1.878 -1.700 0.4 0.4 0.8 0.500
```
Positions in Å, forces in eV/Å.

---

(3)
Molecular formula: C4H9Cl3Si
Method: DFT, the ωB97M-V functional and the def2-TZVPD basis

Calculated values
* E: -1828.0013 hartree
* HOMO energy: -10.84 eV
* ΔE to the lowest compared entry with this formula, charge and spin: 29.4 kcal/mol
* 2S+1: 1
* orbital gap: 11.45 eV

Geometry as XYZ:
```
17
Properties=species:S:1:pos:R:3:forces:R:3:nbo_charge:R:1
C 0.324 1.263 2.102 -0.3 -0.2 -0.4 -1.161
Si 0.791 1.531 0.322 0.8 -0.1 -0.1 1.578
Cl 2.915 1.056 0.209 -1.7 0.4 0.0 -0.407
Cl 0.516 3.597 -0.196 0.2 -1.5 0.3 -0.381
C -0.166 0.357 -0.820 1.7 0.1 -0.5 -0.902
C -0.402 -1.059 -0.335 0.0 0.8 2.5 -0.415
C -0.850 -2.045 -1.365 -1.1 -1.0 0.9 -0.385
Cl 0.364 -2.249 -2.630 -0.1 -0.1 -0.4 -0.047
H 0.862 1.940 2.716 0.7 0.7 0.6 0.256
H 0.581 0.249 2.435 -0.2 0.2 -0.2 0.255
H -0.730 1.490 2.288 0.0 -0.3 -0.2 0.251
H 0.418 0.259 -1.747 -0.1 0.4 0.0 0.258
H -1.095 0.794 -1.052 -1.2 0.8 -0.5 0.236
H -1.150 -0.972 0.504 0.3 -0.5 -0.8 0.213
H 0.504 -1.372 0.201 0.0 -0.5 -0.4 0.214
H -1.027 -3.031 -0.887 0.5 0.5 -0.3 0.222
H -1.855 -1.806 -1.744 0.6 0.3 -0.5 0.215
```
Positions in Å, forces in eV/Å.

---

(4)
Molecular formula: C4H9ClN3O
Method: DFT, the ωB97M-V functional and the def2-TZVPD basis

Calculated values
* E: -857.1900 hartree
* total charge: +1
* HOMO energy: -14.27 eV
* ΔE to the lowest compared entry with this formula, charge and spin: 9.6 kcal/mol
* 2S+1: 1
* orbital gap: 11.07 eV

Geometry as XYZ:
```
18
Properties=species:S:1:pos:R:3:forces:R:3:nbo_charge:R:1
C -0.227 2.819 -0.297 0.3 0.0 -0.8 -0.679
C -0.536 1.388 -0.052 3.3 -1.4 0.1 0.243
N -1.611 0.783 -0.114 -2.6 -0.2 0.2 -0.064
O -1.551 -0.582 0.164 2.1 -0.6 0.8 -0.365
C -0.113 -0.999 0.347 -1.8 1.6 -1.5 0.528
N 0.187 -1.738 1.454 -3.4 -1.2 1.8 -0.882
N 0.009 -1.926 -0.946 1.2 -0.6 0.5 -0.754
C 0.659 0.343 0.164 -1.4 0.2 2.0 -0.343
Cl 1.760 0.216 -1.153 1.2 0.9 -0.7 0.044
H -0.602 3.497 0.440 -0.6 0.1 0.7 0.266
H -0.733 3.100 -1.255 1.0 0.0 0.6 0.271
H 0.885 2.942 -0.217 -1.0 0.0 -0.8 0.242
H -0.547 -2.162 2.131 1.7 1.2 -2.0 0.455
H 1.121 -1.815 1.722 1.5 0.1 0.6 0.412
H 0.059 -2.869 -0.533 -0.4 0.2 -0.5 0.447
H 0.905 -1.782 -1.486 -1.2 0.1 0.5 0.452
H -0.825 -1.801 -1.517 0.1 -0.1 -0.2 0.460
H 1.157 0.586 1.149 -0.1 -0.3 -1.3 0.268
```
Positions in Å, forces in eV/Å.

---

(5)
Molecular formula: C4H9ClNO
Method: DFT, the ωB97M-V functional and the def2-TZVPD basis

Calculated values
* E: -747.6554 hartree
* total charge: +1
* HOMO energy: -13.61 eV
* ΔE to the lowest compared entry with this formula, charge and spin: 60.9 kcal/mol
* 2S+1: 1
* orbital gap: 9.59 eV

Geometry as XYZ:
```
16
Properties=species:S:1:pos:R:3:forces:R:3:nbo_charge:R:1
C -1.555 -1.482 1.589 2.0 0.2 0.7 -0.704
C -1.213 -0.225 0.850 4.6 2.8 -2.3 0.102
Cl -2.537 0.744 0.226 0.3 -0.6 0.3 0.059
C 0.180 0.293 0.465 -6.6 -3.1 3.1 -0.179
N 0.215 1.289 -0.551 0.3 -1.4 -1.7 -0.560
C 0.994 0.877 -1.825 1.3 1.3 -1.9 0.093
O 0.514 -0.232 -2.407 0.0 -2.2 -0.2 -0.685
H -1.272 -1.375 2.659 -0.3 0.1 -0.5 0.273
H -0.849 -2.246 1.200 -0.7 0.1 0.2 0.260
H -2.587 -1.791 1.549 -0.2 0.1 -0.3 0.272
H 0.966 -0.235 0.988 0.6 0.6 -0.7 0.260
H -0.773 1.479 -0.741 -0.4 -0.2 -0.6 0.447
H 0.584 2.197 -0.525 1.0 1.9 1.9 0.434
H 0.931 1.768 -2.567 -0.6 -1.3 1.2 0.205
H 2.093 0.882 -1.637 -0.8 -0.4 0.8 0.205
H 0.966 -1.117 -2.230 -0.6 2.1 0.0 0.519
```
Positions in Å, forces in eV/Å.

---

(6)
Molecular formula: C4H9ClO
Method: DFT, the ωB97M-V functional and the def2-TZVPD basis

Calculated values
* E: -693.2139 hartree
* HOMO energy: -10.13 eV
* ΔE to the lowest compared entry with this formula, charge and spin: 15.6 kcal/mol
* 2S+1: 1
* orbital gap: 10.96 eV

Geometry as XYZ:
```
15
Properties=species:S:1:pos:R:3:forces:R:3:nbo_charge:R:1
O -1.775 -1.326 0.178 -1.3 -0.3 -1.3 -0.762
C -2.272 0.051 -0.081 1.1 -1.8 -1.5 -0.063
C -1.099 0.855 -0.626 -1.8 1.0 -1.2 -0.423
C -0.085 1.132 0.419 2.4 1.5 -0.7 -0.447
C 0.824 0.001 0.838 -0.7 -2.3 -0.4 -0.329
Cl 2.256 -0.297 -0.329 -1.0 0.4 0.6 -0.139
H -1.909 -1.936 -0.606 0.1 1.4 1.3 0.479
H -3.077 0.123 -0.839 0.1 -0.6 0.5 0.174
H -2.644 0.397 0.867 -0.1 0.3 0.4 0.182
H -0.654 0.378 -1.507 -0.2 -0.2 0.2 0.219
H -1.625 1.776 -1.065 1.2 -0.7 0.8 0.209
H -0.586 1.541 1.265 -0.3 0.2 1.1 0.213
H 0.636 1.937 0.109 -0.8 -0.4 0.0 0.221
H 0.239 -0.986 0.835 1.2 1.5 0.2 0.253
H 1.274 0.181 1.806 0.1 0.0 0.0 0.212
```
Positions in Å, forces in eV/Å.

---

(7)
Molecular formula: C4H9ClO4SSn
Method: DFT, the ωB97M-V functional and the def2-TZVPD basis

Calculated values
* E: -1530.6279 hartree
* total charge: +2
* HOMO energy: -18.25 eV
* 2S+1: 1
* orbital gap: 8.26 eV

Geometry as XYZ:
```
20
Properties=species:S:1:pos:R:3:forces:R:3:nbo_charge:R:1
C 2.509 1.076 0.186 0.3 -0.2 -0.1 -0.272
O 1.596 0.574 -0.809 -0.4 0.6 0.1 -0.560
C 1.227 -0.791 -0.643 0.0 -0.4 -0.3 -0.078
C 0.120 -0.832 0.417 -0.3 -0.5 -0.2 -0.388
C -1.168 -1.598 0.094 0.2 -0.2 0.0 -0.075
O -2.397 -0.738 0.222 0.4 -1.0 0.3 -0.709
S -2.854 0.184 -0.910 0.7 1.3 0.2 1.923
O -1.633 0.762 -1.520 0.0 -0.1 -0.1 -0.985
O -3.093 1.620 0.122 -0.3 0.3 -0.1 -0.783
Cl -2.779 1.664 1.775 -0.1 -0.4 0.0 0.385
H 2.167 2.049 0.539 0.0 0.2 0.1 0.159
H 3.488 1.228 -0.252 0.1 0.0 -0.1 0.248
H 2.599 0.398 1.031 0.0 -0.1 0.1 0.204
H 2.082 -1.408 -0.384 0.2 0.0 0.1 0.238
H 0.842 -1.138 -1.596 0.0 0.1 -0.2 0.224
H 0.458 -1.087 1.414 0.1 0.2 0.2 0.267
H -0.052 0.238 0.316 -0.7 0.0 1.0 0.064
H -1.370 -2.385 0.806 -0.1 -0.1 0.2 0.263
H -1.146 -2.050 -0.894 -0.1 0.2 -0.2 0.232
Sn -0.596 2.233 0.084 0.0 -0.1 -1.1 1.644
```
Positions in Å, forces in eV/Å.

---

(8)
Molecular formula: C4H9ClOS
Method: DFT, the ωB97M-V functional and the def2-TZVPD basis

Calculated values
* E: -1091.3890 hartree
* HOMO energy: -9.34 eV
* ΔE to the lowest compared entry with this formula, charge and spin: 12.2 kcal/mol
* 2S+1: 1
* orbital gap: 9.76 eV

Geometry as XYZ:
```
16
Properties=species:S:1:pos:R:3:forces:R:3:nbo_charge:R:1
C -2.598 1.640 0.835 -0.1 0.0 -0.1 -0.724
C -2.100 0.690 -0.231 -0.2 -0.1 0.0 0.441
O -1.925 0.998 -1.380 0.1 -0.1 0.3 -0.536
S -1.755 -0.999 0.276 -3.0 -0.3 -0.6 0.004
H -3.536 1.274 1.266 0.2 0.0 -0.1 0.241
H -1.864 1.729 1.640 0.0 0.0 -0.1 0.234
H -2.761 2.616 0.375 0.0 -0.1 0.1 0.245
H -2.082 -0.866 1.572 0.0 0.0 -0.1 0.128
C 0.961 -0.798 0.553 1.3 0.5 0.3 -0.627
C 1.883 0.291 0.040 -0.1 0.0 0.1 -0.360
Cl 3.478 -0.372 -0.437 0.1 0.0 0.0 -0.091
H 0.787 -1.556 -0.215 0.0 0.2 0.1 0.213
H 1.387 -1.288 1.431 0.1 0.0 0.0 0.212
H 0.000 -0.359 0.835 1.6 0.1 0.1 0.203
H 2.075 1.049 0.803 0.0 -0.1 -0.1 0.205
H 1.471 0.784 -0.845 0.1 -0.1 0.1 0.213
```
Positions in Å, forces in eV/Å.

---

Question: What is the formula in the fifth record?
Answer: C4H9ClNO

---

Question: What is the E in the fourth record?
Answer: -857.1900 hartree

---

Question: E of number 3 (C4H9Cl3Si)?
Answer: -1828.0013 hartree